Record 1
# C4H10NO2S

A cluster of 2 separate species, C4H10NO2S in total (ωB97M-V/def2-TZVPD, the OMol25 dataset).

Each line ends with the natural charge from an NBO analysis.
CARTESIAN COORDINATES (ANGSTROEM)
C (-0.59, 1.61, -1.67)  -0.40
N (-1.13, 0.57, -0.76)  -0.62
C (-0.28, -0.08, 0.31)  -0.14
C (-0.54, 0.34, 1.75)  -0.52
S (1.17, 0.07, 2.39)  0.22
C (1.29, 0.05, 0.27)  0.20
O (1.79, -1.09, 0.02)  -0.50
H (-0.16, 1.24, -2.69)  0.19
H (0.21, 2.09, -1.32)  0.17
H (-1.45, 2.24, -1.81)  0.20
H (-1.94, 1.03, -0.27)  0.35
H (-0.58, -1.09, 0.19)  0.21
H (-1.21, -0.24, 2.38)  0.23
H (-0.80, 1.37, 1.79)  0.21
H (1.47, 1.22, 0.09)  0.18
H (1.23, -2.87, 0.47)  0.49
H (0.57, -3.00, -0.94)  0.47
O (0.96, -3.44, -0.22)  -0.95

Computed properties:
Expectation value of S²: 0.774
LUMO level (spin up / spin down): 0.29 / -2.81 eV
Orbital gap (spin up / spin down): 9.57 / 6.49 eV
Total charge: 0
2S+1: 2
F_max: 4.6 eV/A


Record 2
# C4H10NO2S

A cluster of 2 separate species, C4H10NO2S in total (ωB97M-V/def2-TZVPD, the OMol25 dataset).

Each line ends with the natural charge from an NBO analysis.
CARTESIAN COORDINATES (ANGSTROEM)
C (1.76, 0.78, -1.41)  -0.01
C (0.71, 2.15, 1.54)  -0.62
C (-1.87, -3.19, -0.75)  -0.80
C (0.35, 2.09, 0.06)  -0.30
N (0.82, 0.97, -0.64)  -0.10
O (0.18, -1.20, -0.12)  -0.84
O (-1.10, -2.35, 1.66)  -0.80
S (-0.57, -2.28, 0.33)  1.92
H (1.94, -0.34, -1.54)  0.26
H (2.41, 1.67, -1.70)  0.25
H (1.60, 2.71, 1.66)  0.23
H (-0.06, 2.63, 2.25)  0.25
H (0.71, 1.09, 1.80)  0.23
H (-1.49, -3.70, -1.67)  0.28
H (-2.38, -3.70, 0.07)  0.28
H (-2.61, -2.37, -1.08)  0.27
H (0.38, 3.08, -0.55)  0.26
H (-0.78, 1.95, 0.09)  0.25

Computed properties:
LUMO level (spin up / spin down): -7.32 / -5.32 eV
Orbital gap (spin up / spin down): 4.95 / 9.68 eV
Total charge: +1
F_max: 6.0 eV/A


Record 3
# C4H10NO2S

The ion C4H10NO2S with charge +1 (ωB97M-V/def2-TZVPD, the OMol25 dataset).

Each line ends with the natural charge from an NBO analysis.
CARTESIAN COORDINATES (ANGSTROEM)
C (0.76, 0.77, 1.11)  -0.69
C (0.06, 0.09, 0.07)  0.12
C (-1.41, 0.44, -0.17)  -0.66
N (0.89, 0.24, -1.25)  -0.73
C (0.25, -1.80, 0.11)  0.28
O (0.90, -2.23, -0.83)  -0.56
S (-0.59, -2.44, 1.39)  0.74
O (0.06, -3.91, 1.57)  -0.81
H (1.62, 0.04, 1.49)  0.24
H (1.38, 1.56, 0.70)  0.22
H (0.36, 1.11, 2.03)  0.27
H (-1.81, 1.05, 0.74)  0.26
H (-1.48, 1.07, -1.05)  0.22
H (-1.84, -0.52, -0.35)  0.24
H (1.55, 1.01, -1.11)  0.44
H (0.27, 0.52, -2.03)  0.44
H (1.26, -0.74, -1.38)  0.46
H (-0.40, -4.58, 1.01)  0.52

Computed properties:
SMILES string: CC(C)([NH3+])C(=O)SO
LUMO level: -3.64 eV
Orbital gap: 10.39 eV
Total charge: +1
F_max: 5.8 eV/A


Record 4
# C4H10NO2S

A structure of composition C4H10NO2S (ωB97M-V/def2-TZVPD, the OMol25 dataset).

Each line ends with the natural charge from an NBO analysis.
CARTESIAN COORDINATES (ANGSTROEM)
C (0.37, 1.10, 0.44)  -0.47
C (-1.62, 2.46, -0.11)  -0.66
C (-0.19, 1.93, -0.33)  -0.09
C (-0.95, -2.51, -0.39)  -0.19
N (0.27, -2.64, -0.20)  -0.61
O (2.33, -0.52, 1.17)  -0.93
O (1.55, -0.67, -1.13)  -0.70
S (1.94, 0.41, -0.12)  1.52
H (-1.70, 2.99, 0.86)  0.26
H (-1.91, 3.19, -0.88)  0.25
H (-2.23, 1.55, -0.27)  0.24
H (0.02, 0.62, 1.39)  0.27
H (0.30, 2.45, -1.24)  0.25
H (-1.73, -3.21, 0.12)  0.24
H (-1.18, -1.76, -1.02)  0.19
H (0.74, -3.35, 0.46)  0.44
H (3.01, -0.41, 1.94)  0.57
H (0.97, -1.63, -0.69)  0.42

Computed properties:
Expectation value of S²: 2.010
LUMO level (spin up / spin down): -4.71 / -8.83 eV
Orbital gap (spin up / spin down): 3.59 / 6.05 eV
Total charge: +1
2S+1: 3
F_max: 7.9 eV/A


Record 5
# C4H10NO3

A cluster of 2 separate species, C4H10NO3 in total (ωB97M-V/def2-TZVPD, the OMol25 dataset).

Each line ends with the natural charge from an NBO analysis.
CARTESIAN COORDINATES (ANGSTROEM)
C (-2.68, -0.35, -0.28)  -0.61
C (-1.21, -0.14, 0.07)  -0.05
C (-0.09, -0.21, -1.00)  -0.54
C (1.26, 0.34, -0.47)  0.77
O (1.68, -0.03, 0.67)  -0.82
O (1.87, 1.07, -1.28)  -0.76
N (-0.94, -1.01, 1.24)  -0.87
H (-2.90, -1.42, -0.22)  0.19
H (-2.86, -0.05, -1.31)  0.19
H (-3.33, 0.17, 0.42)  0.21
H (-1.04, 0.89, 0.42)  0.18
H (0.15, -1.26, -1.21)  0.20
H (-0.32, 0.54, -1.76)  0.22
H (-0.73, -1.97, 0.97)  0.33
H (-0.01, -0.73, 1.58)  0.40
H (4.20, 1.57, 0.15)  0.46
H (3.08, 0.99, 0.95)  0.51
O (3.86, 1.60, 1.07)  -1.01

Computed properties:
LUMO level: 3.87 eV
Orbital gap: 8.63 eV
Total charge: -1
F_max: 1.5 eV/A


Record 6
# C4H10NO3

An isolated molecule of C4H10NO3 (ωB97M-V/def2-TZVPD, the OMol25 dataset).

Each line ends with the natural charge from an NBO analysis.
CARTESIAN COORDINATES (ANGSTROEM)
O (0.36, -1.81, 1.60)  -0.71
C (0.63, -0.99, 0.69)  0.41
O (2.00, -0.83, 0.21)  -0.85
C (-0.03, 0.32, 0.43)  -0.14
C (-0.78, 0.35, -0.93)  0.07
C (-2.00, -0.52, -0.81)  -0.65
O (-1.10, 1.73, -1.17)  -0.77
N (1.03, 1.45, 0.34)  -0.72
H (2.51, -1.63, 0.33)  0.50
H (-0.73, 0.61, 1.20)  0.21
H (-0.12, -0.01, -1.71)  0.18
H (-1.70, -1.57, -0.69)  0.26
H (-2.68, -0.51, -1.66)  0.21
H (-2.64, -0.26, 0.04)  0.21
H (-1.90, 1.81, -1.69)  0.49
H (1.03, 1.93, -0.56)  0.43
H (1.97, 1.02, 0.43)  0.46
H (0.91, 2.22, 1.01)  0.42

Computed properties:
Expectation value of S²: 0.753
LUMO level (spin up / spin down): 0.26 / 0.18 eV
Orbital gap (spin up / spin down): 4.54 / 8.63 eV
Total charge: 0
2S+1: 2
F_max: 1.7 eV/A


Record 7
# C4H10NO3

The ion C4H10NO3 with charge +1 (ωB97M-V/def2-TZVPD, the OMol25 dataset).

Each line ends with the natural charge from an NBO analysis.
CARTESIAN COORDINATES (ANGSTROEM)
N (0.78, 0.28, 1.50)  -0.66
C (0.17, 0.25, 0.13)  -0.16
C (-0.77, -0.93, 0.03)  -0.48
C (-2.23, -0.50, -0.02)  -0.06
O (-2.49, 0.24, 1.21)  -0.77
C (1.25, 0.17, -0.96)  0.77
O (1.21, -0.36, -2.01)  -0.49
O (2.37, 0.78, -0.46)  -0.71
H (0.01, 0.17, 2.16)  0.46
H (1.15, 1.22, 1.63)  0.45
H (1.51, -0.39, 1.70)  0.45
H (-0.35, 1.20, 0.03)  0.27
H (-0.66, -1.60, -0.82)  0.28
H (-0.72, -1.67, 0.84)  0.23
H (-2.42, 0.25, -0.80)  0.19
H (-2.92, -1.32, -0.15)  0.21
H (-3.29, -0.08, 1.60)  0.49
H (3.03, 0.73, -1.14)  0.52

Computed properties:
SMILES string: [NH3+][C@H](CCO)C(=O)O
LUMO level: -3.57 eV
Orbital gap: 11.00 eV
Total charge: +1
F_max: 2.3 eV/A


Record 8
# C4H10NO3PS

A cluster of 2 separate species, C4H10NO3PS in total (ωB97M-V/def2-TZVPD, the OMol25 dataset).

Each line ends with the natural charge from an NBO analysis.
CARTESIAN COORDINATES (ANGSTROEM)
C (1.41, -0.85, -0.50)  0.68
C (2.11, -1.67, -1.60)  -0.71
C (0.74, 1.73, 2.28)  -0.27
C (-2.23, 0.35, -1.48)  -0.27
N (0.56, 0.17, -0.94)  -1.07
O (1.56, -1.07, 0.69)  -0.62
O (0.05, 2.00, 1.11)  -0.77
O (-1.59, 1.33, -0.65)  -0.80
P (-0.36, 0.76, 0.18)  2.20
S (-1.81, -1.44, 1.68)  -0.43
H (1.33, -2.47, -1.87)  0.24
H (2.24, -1.20, -2.54)  0.23
H (3.08, -2.09, -1.22)  0.24
H (0.85, 2.64, 2.74)  0.20
H (1.73, 1.23, 2.20)  0.21
H (0.14, 0.98, 2.96)  0.20
H (-2.28, 0.75, -2.51)  0.20
H (-3.17, 0.02, -1.04)  0.21
H (-1.45, -0.45, -1.48)  0.21
H (-2.90, -0.71, 2.01)  0.12

Computed properties:
LUMO level (spin up / spin down): -1.89 / -1.89 eV
Orbital gap (spin up / spin down): 7.26 / 7.25 eV
Total charge: 0
F_max: 4.8 eV/A


| no. | electronic energy (Eh) |
| --- | --- |
| 1 | -761.6562 |
| 2 | -761.3736 |
| 3 | -761.5105 |
| 4 | -761.2554 |
| 5 | -438.9630 |
| 6 | -438.7806 |
| 7 | -438.6434 |
| 8 | -1178.3667 |